Record 1
{
  "formula": "C24H66O7S2Si2",
  "method": "ωB97M-V with the def2-TZVPD basis set",
  "symbols": ["S", "Si", "O", "Si", "S", "H", "H", "H", "H", "H", "H", "C", "C", "O", "C", "C", "H", "H", "H", "H", "H", "H", "H", "H", "H", "H", "C", "C", "O", "C", "C", "H", "H", "H", "H", "H", "H", "H", "H", "H", "H", "C", "C", "O", "C", "C", "H", "H", "H", "H", "H", "H", "H", "H", "H", "H", "C", "C", "O", "C", "C", "H", "H", "H", "H", "H", "H", "H", "H", "H", "H", "C", "C", "O", "C", "C", "H", "H", "H", "H", "H", "H", "H", "H", "H", "H", "C", "C", "O", "C", "C", "H", "H", "H", "H", "H", "H", "H", "H", "H", "H"],
  "xyz": [[-1.016, -0.160, 1.323], [-2.364, 1.357, 1.972], [-3.597, 1.635, 0.957], [-5.006, 0.830, 0.894], [-4.809, -1.276, 0.755], [-1.158, -0.115, 0.012], [-1.619, 2.611, 2.128], [-2.841, 0.878, 3.280], [-5.812, 1.207, 2.073], [-5.689, 1.186, -0.354], [-4.044, -1.433, 1.818], [1.952, -1.392, -4.536], [0.843, -0.898, -3.621], [1.075, -1.136, -2.244], [2.231, -0.525, -1.696], [2.235, 0.989, -1.783], [2.165, -2.445, -4.352], [1.645, -1.280, -5.577], [2.876, -0.830, -4.402], [-0.084, -1.430, -3.838], [0.655, 0.166, -3.811], [3.149, -0.925, -2.144], [2.228, -0.831, -0.649], [2.322, 1.339, -2.811], [3.087, 1.388, -1.231], [1.326, 1.408, -1.353], [1.792, -4.717, 5.704], [0.342, -4.478, 5.319], [0.037, -3.128, 5.027], [0.713, -2.543, 3.929], [0.389, -3.186, 2.596], [2.080, -4.060, 6.526], [1.923, -5.751, 6.024], [2.473, -4.541, 4.870], [-0.312, -4.731, 6.153], [0.063, -5.129, 4.480], [1.796, -2.503, 4.098], [0.354, -1.512, 3.924], [0.788, -4.195, 2.488], [0.802, -2.577, 1.792], [-0.694, -3.226, 2.469], [-1.582, 4.385, -0.689], [-0.347, 5.169, -1.094], [0.480, 4.479, -2.017], [-0.128, 4.186, -3.265], [-0.570, 5.415, -4.042], [-1.290, 3.411, -0.293], [-2.139, 4.918, 0.081], [-2.257, 4.223, -1.530], [0.285, 5.347, -0.223], [-0.628, 6.150, -1.495], [-0.972, 3.497, -3.134], [0.639, 3.651, -3.821], [-1.390, 5.941, -3.553], [-0.914, 5.117, -5.033], [0.263, 6.110, -4.159], [-1.555, -7.064, -5.469], [-0.526, -5.989, -5.778], [-0.987, -4.665, -5.578], [-1.389, -4.342, -4.257], [-0.289, -4.477, -3.219], [-2.475, -6.879, -6.025], [-1.165, -8.040, -5.758], [-1.799, -7.109, -4.407], [-0.255, -6.025, -6.833], [0.391, -6.171, -5.204], [-2.264, -4.932, -3.961], [-1.716, -3.303, -4.323], [0.013, -5.514, -3.068], [-0.635, -4.089, -2.260], [0.588, -3.905, -3.520], [3.366, 6.285, -1.439], [3.556, 5.405, -2.661], [4.878, 5.403, -3.181], [5.879, 4.922, -2.303], [5.677, 3.483, -1.853], [3.708, 7.301, -1.643], [2.308, 6.312, -1.182], [3.909, 5.911, -0.570], [2.939, 5.773, -3.481], [3.220, 4.385, -2.446], [5.977, 5.576, -1.428], [6.805, 5.008, -2.871], [4.799, 3.370, -1.216], [6.544, 3.151, -1.281], [5.561, 2.829, -2.718], [-3.621, -2.298, 5.982], [-2.512, -1.315, 5.653], [-2.961, 0.018, 5.442], [-3.600, 0.636, 6.544], [-2.726, 0.766, 7.781], [-4.404, -2.261, 5.224], [-3.210, -3.308, 6.010], [-4.078, -2.101, 6.953], [-2.035, -1.599, 4.716], [-1.731, -1.349, 6.418], [-4.531, 0.113, 6.796], [-3.878, 1.625, 6.179], [-2.487, -0.202, 8.221], [-3.246, 1.353, 8.538], [-1.791, 1.270, 7.533]],
  "atomic_forces_ev_per_a": [[0.22, -0.43, 0.58], [0.92, 0.22, 0.61], [0.05, 0.15, -0.40], [-0.95, -0.13, -0.13], [-0.26, -0.16, -0.59], [-0.15, 0.25, -0.59], [-0.03, 0.17, -0.04], [-0.04, 0.00, -0.07], [0.07, -0.01, 0.00], [-0.09, 0.06, -0.06], [0.32, -0.03, 0.57], [0.02, -0.01, 0.07], [-0.02, 0.03, -0.11], [0.04, 0.01, 0.01], [0.04, 0.04, 0.17], [-0.05, 0.04, -0.02], [0.00, -0.02, -0.01], [-0.02, -0.01, -0.01], [0.00, 0.03, 0.00], [0.00, -0.01, -0.03], [0.00, -0.01, 0.07], [-0.07, -0.08, -0.07], [0.01, -0.01, 0.01], [0.01, 0.05, -0.05], [0.02, -0.01, 0.02], [-0.04, 0.03, 0.01], [-0.01, 0.05, 0.00], [0.03, -0.07, -0.10], [-0.02, -0.04, 0.19], [-0.05, 0.14, -0.05], [-0.03, -0.08, -0.04], [0.01, 0.00, 0.01], [0.00, -0.01, 0.01], [-0.01, -0.01, -0.02], [0.01, -0.03, 0.01], [0.01, 0.03, 0.00], [-0.02, -0.08, 0.04], [0.07, 0.03, -0.04], [0.04, 0.01, 0.09], [-0.01, -0.01, -0.03], [-0.01, -0.01, -0.07], [0.01, -0.05, -0.02], [-0.05, 0.05, 0.00], [-0.03, 0.02, 0.01], [0.00, -0.04, -0.02], [0.03, 0.01, 0.04], [-0.03, -0.02, 0.01], [0.03, 0.02, 0.03], [-0.03, 0.02, 0.01], [0.01, -0.02, 0.01], [0.00, -0.01, 0.03], [0.04, 0.02, 0.02], [0.05, -0.04, -0.06], [-0.02, -0.02, -0.01], [0.01, -0.01, -0.02], [0.01, 0.02, -0.01], [-0.03, 0.06, -0.01], [0.05, -0.01, 0.01], [0.00, -0.02, 0.03], [-0.05, 0.01, 0.02], [0.02, -0.01, -0.07], [-0.01, -0.01, -0.01], [0.01, -0.01, -0.02], [0.02, 0.00, 0.02], [0.00, -0.03, -0.01], [-0.02, 0.02, 0.01], [0.01, -0.02, -0.03], [0.00, 0.01, 0.04], [-0.03, -0.02, 0.00], [0.00, 0.03, 0.01], [0.03, 0.01, 0.04], [0.08, 0.03, -0.03], [-0.05, -0.08, -0.02], [-0.02, 0.00, 0.04], [0.02, 0.01, 0.03], [-0.04, 0.03, -0.06], [-0.01, 0.02, 0.01], [-0.02, 0.01, -0.01], [0.00, -0.03, 0.01], [-0.01, 0.01, 0.00], [0.01, 0.00, 0.01], [-0.03, 0.01, -0.01], [0.02, -0.02, 0.02], [0.00, 0.02, 0.01], [0.03, 0.00, 0.00], [-0.01, -0.02, 0.00], [-0.01, 0.05, -0.01], [0.01, 0.03, -0.03], [-0.01, -0.10, 0.14], [-0.06, 0.00, 0.04], [0.03, -0.01, -0.07], [-0.01, -0.02, -0.01], [0.01, -0.01, -0.02], [0.02, 0.00, 0.02], [0.01, -0.01, -0.02], [0.00, 0.03, 0.00], [0.02, -0.01, -0.02], [-0.01, 0.02, 0.02], [-0.01, -0.02, 0.00], [-0.01, 0.02, 0.00], [0.02, 0.01, 0.01]],
  "lumo_energy_ev": 0.573,
  "homo_lumo_gap_ev": 9.975,
  "fmax_ev_per_a": 1.1,
  "multiplicity": 1,
  "total_charge": 0
}

Record 2
{
  "formula": "C24H67N3O14",
  "method": "ωB97M-V with the def2-TZVPD basis set",
  "symbols": ["C", "O", "C", "C", "N", "C", "C", "O", "C", "H", "H", "H", "H", "H", "H", "H", "H", "H", "H", "H", "H", "H", "H", "H", "C", "O", "C", "C", "N", "C", "C", "O", "C", "H", "H", "H", "H", "H", "H", "H", "H", "H", "H", "H", "H", "H", "H", "H", "C", "O", "C", "C", "N", "C", "C", "O", "C", "H", "H", "H", "H", "H", "H", "H", "H", "H", "H", "H", "H", "H", "H", "H", "O", "C", "C", "O", "H", "H", "H", "H", "H", "H", "O", "C", "C", "O", "H", "H", "H", "H", "H", "H", "O", "C", "C", "O", "H", "H", "H", "H", "H", "H", "O", "H", "H", "O", "H", "H"],
  "xyz": [[19.173, 18.175, 4.839], [19.937, 17.978, 5.972], [19.847, 16.636, 6.569], [20.600, 16.798, 7.865], [20.175, 18.026, 8.518], [20.835, 18.305, 9.828], [20.434, 17.359, 10.986], [20.801, 18.154, 12.184], [20.266, 17.612, 13.371], [18.137, 17.851, 5.010], [19.619, 17.782, 3.912], [19.198, 19.279, 4.739], [20.228, 15.842, 5.917], [18.765, 16.366, 6.618], [21.719, 16.775, 7.789], [20.310, 15.889, 8.464], [20.289, 18.688, 7.773], [20.515, 19.295, 10.170], [21.972, 18.249, 9.736], [20.952, 16.398, 11.071], [19.385, 17.155, 10.985], [19.173, 17.443, 13.224], [20.405, 18.356, 14.129], [20.797, 16.741, 13.671], [18.906, 9.487, 9.028], [17.765, 10.296, 8.869], [17.205, 10.488, 10.121], [16.204, 11.638, 10.091], [15.033, 11.398, 9.386], [14.168, 12.548, 9.343], [12.938, 12.302, 8.399], [12.347, 11.111, 8.987], [11.393, 10.430, 8.109], [18.727, 8.450, 9.318], [19.504, 9.986, 9.829], [19.515, 9.472, 8.150], [17.996, 10.874, 10.751], [16.733, 9.583, 10.628], [16.593, 12.545, 9.632], [15.975, 11.841, 11.166], [14.531, 10.529, 9.503], [14.659, 13.465, 8.999], [13.692, 12.609, 10.279], [13.222, 12.101, 7.410], [12.201, 13.149, 8.289], [10.733, 11.160, 7.645], [10.837, 9.737, 8.701], [11.967, 9.936, 7.338], [25.280, 16.766, 7.787], [24.433, 15.911, 8.507], [23.823, 14.865, 7.746], [22.949, 13.951, 8.629], [22.212, 13.044, 7.825], [21.498, 11.986, 8.459], [20.585, 12.473, 9.562], [21.161, 12.514, 10.840], [20.194, 12.903, 11.738], [24.715, 17.291, 7.022], [26.063, 16.205, 7.248], [25.761, 17.470, 8.450], [24.549, 14.282, 7.165], [23.114, 15.420, 7.123], [22.448, 14.640, 9.329], [23.689, 13.447, 9.177], [21.559, 13.564, 7.236], [22.182, 11.196, 8.815], [20.916, 11.443, 7.711], [19.609, 11.991, 9.562], [20.322, 13.501, 9.289], [19.479, 13.532, 11.207], [20.703, 13.377, 12.538], [19.587, 12.053, 12.045], [17.066, 16.252, 11.631], [16.430, 15.925, 12.896], [16.250, 14.422, 12.962], [16.014, 14.018, 14.291], [16.353, 16.420, 10.981], [17.122, 16.236, 13.733], [15.477, 16.519, 12.992], [17.145, 13.963, 12.560], [15.474, 14.036, 12.414], [16.730, 14.290, 14.860], [17.183, 19.350, 10.399], [16.210, 19.061, 9.349], [16.783, 18.628, 8.029], [17.500, 17.414, 8.313], [17.531, 18.458, 10.672], [15.456, 18.417, 9.764], [15.710, 20.022, 9.238], [17.417, 19.413, 7.600], [15.993, 18.383, 7.257], [18.412, 17.650, 8.403], [19.396, 13.382, 5.464], [17.966, 13.346, 5.290], [17.390, 12.405, 6.428], [16.026, 12.626, 6.739], [19.735, 12.502, 5.385], [17.619, 14.347, 5.477], [17.774, 13.025, 4.261], [18.068, 12.609, 7.283], [17.479, 11.356, 6.246], [15.731, 11.931, 7.378], [15.741, 15.349, 8.347], [16.632, 15.782, 8.256], [15.708, 14.554, 7.818], [14.140, 16.457, 10.473], [14.498, 16.155, 9.615], [13.419, 15.814, 10.584]],
  "atomic_forces_ev_per_a": [[-0.19, 1.49, -0.42], [0.63, -1.90, 0.67], [-0.29, 1.13, -1.46], [0.06, -1.65, 1.21], [-0.15, -1.08, 1.19], [0.87, -0.56, -0.71], [1.16, 1.48, 0.97], [-0.43, -0.81, -1.38], [-1.09, 0.78, -1.02], [0.10, -0.09, -0.34], [-0.23, -0.37, 0.27], [-0.42, -0.48, -0.30], [0.61, 0.31, -0.03], [0.64, 0.44, 0.70], [-0.76, -0.08, -0.41], [0.37, 0.77, -0.10], [0.23, 1.10, 0.38], [0.25, -0.16, -0.24], [-1.25, 0.32, 0.05], [0.20, 0.07, -0.42], [-0.95, -0.03, 0.04], [0.65, -0.20, 0.35], [0.00, 0.46, 0.50], [0.28, -1.17, 0.25], [0.85, 0.55, 1.11], [-0.05, -1.12, -0.79], [-1.24, 1.00, 0.85], [0.63, -0.39, 1.61], [-1.11, -0.30, -2.85], [-1.82, -0.34, -2.08], [-0.28, -0.53, 1.87], [-0.98, 0.26, -0.96], [1.47, 1.55, 0.45], [-0.45, 0.02, 0.09], [0.02, -0.77, -0.39], [0.10, 0.15, -0.85], [0.33, -0.22, 0.73], [0.62, 0.70, -0.87], [0.80, 0.13, 0.32], [0.33, 0.22, -0.21], [0.04, 0.14, 0.38], [0.14, -0.36, 0.63], [-0.45, 1.04, 1.72], [0.79, -0.53, -1.58], [0.63, -0.60, 0.77], [-0.20, 0.03, 0.00], [-0.27, -0.43, 0.38], [0.00, -0.36, -0.35], [0.04, -0.83, -0.85], [0.12, -0.87, 0.99], [-0.88, 1.15, -0.21], [1.52, 1.80, -0.01], [-0.32, 0.54, -1.59], [0.11, -1.15, 0.72], [-0.41, 0.62, -0.56], [1.03, -0.84, -1.09], [-1.08, -0.19, -0.40], [-0.18, 0.39, -0.20], [-0.06, 0.03, 0.21], [-0.09, 0.10, 0.33], [-0.11, 0.19, 0.02], [0.13, -0.41, -0.94], [-0.49, -0.38, -0.08], [0.64, -1.21, 1.27], [0.21, -0.13, 0.07], [0.00, 0.44, 0.24], [-0.18, 0.32, -0.12], [-0.04, -0.59, 0.16], [-0.05, 0.31, -0.07], [-0.06, 0.78, 0.47], [0.00, 0.54, 1.02], [0.03, -0.33, 0.52], [-0.58, 0.29, 0.29], [0.02, 1.02, -0.61], [1.86, 0.97, 1.70], [-0.66, -0.56, 0.31], [0.30, -0.25, 0.49], [-0.58, -0.21, -0.90], [0.86, -0.77, 0.05], [0.51, -0.09, -0.10], [-2.15, -0.53, -1.46], [0.37, 0.16, 0.10], [0.18, -1.88, -0.82], [-0.08, 2.06, 1.00], [-0.47, -1.14, 0.01], [-1.76, -0.16, -0.79], [-0.38, 1.23, -0.20], [-0.27, -0.79, -0.13], [-0.15, 0.16, -0.24], [0.21, -0.25, 0.15], [0.59, 0.34, 0.98], [1.94, 0.46, 0.45], [-0.49, 0.99, 0.12], [0.30, -1.58, 1.07], [0.61, 0.99, 0.00], [-0.32, 0.26, 0.34], [0.28, -0.81, -0.17], [-0.24, 0.42, -0.12], [-0.46, 0.06, 0.25], [-0.46, 0.08, -0.11], [0.53, -0.78, -0.69], [0.29, 0.43, -0.29], [0.62, 0.77, 0.33], [-0.98, -0.21, 0.01], [0.31, -0.42, -0.54], [-0.36, -0.70, -0.47], [0.31, 0.18, 0.08], [0.23, 0.42, 0.33]],
  "lumo_energy_ev": 0.529,
  "e_above_lowest_kcal_mol": 1.6,
  "homo_lumo_gap_ev": 9.428,
  "fmax_ev_per_a": 3.1,
  "smiles": "COCCNCCOC.COCCNCCOC.COCCNCCOC.OCCO.OCCO.OCCO.O.O",
  "multiplicity": 1,
  "total_charge": 0
}

Per-record E, Ha: -2856.06582; -2172.00555